Below is a 2-piece molecular cluster, C20H43BN2O11P2S2 overall, with properties calculated with the ωB97M-V functional and the def2-TZVPD basis.

```
81
Properties=species:S:1:pos:R:3
C 6.297 -2.638 -0.222
C 4.907 -3.282 -0.094
C 3.924 -2.790 -1.180
C 2.787 -1.979 -0.562
O 2.120 -1.262 -1.591
C 1.651 0.020 -1.291
C 2.844 0.974 -1.365
C 2.639 2.344 -0.694
O 3.116 2.293 0.644
C 4.415 2.665 0.824
C 4.835 4.058 0.435
O 5.215 1.893 1.360
O 1.229 0.188 0.070
S -0.111 -0.484 0.576
O -0.141 -1.898 0.422
O -0.292 -0.039 1.924
C -1.370 0.341 -0.458
C -2.458 -0.709 -0.752
C -3.952 -0.307 -0.701
C -4.589 -0.592 0.662
O -5.794 0.085 0.885
C -5.634 1.441 1.280
P -1.963 1.751 0.651
S -0.620 3.106 1.050
C -0.719 0.999 -1.707
B -1.855 1.452 -2.719
O -2.642 2.507 -2.307
O -2.059 0.922 -3.980
C 0.506 0.282 -2.326
C 0.998 1.111 -3.540
N 1.128 2.551 -3.285
P 0.089 -1.328 -3.186
O -0.456 -2.437 -2.372
H 6.374 -1.792 0.451
H 6.462 -2.264 -1.226
H 7.074 -3.368 -0.027
H 4.968 -4.361 -0.156
H 4.473 -3.035 0.870
H 3.461 -3.659 -1.642
H 4.408 -2.225 -1.968
H 2.121 -2.672 -0.062
H 3.228 -1.323 0.186
H 3.270 1.042 -2.355
H 3.614 0.516 -0.748
H 3.185 3.073 -1.285
H 1.607 2.660 -0.711
H 5.825 3.994 0.003
H 4.193 4.533 -0.298
H 4.908 4.692 1.309
H -2.296 -1.160 -1.722
H -2.374 -1.539 -0.058
H -4.176 0.692 -1.061
H -4.444 -0.979 -1.398
H -3.874 -0.479 1.476
H -4.861 -1.644 0.644
H -4.865 1.526 2.040
H -6.592 1.761 1.666
H -5.430 2.062 0.405
H -3.052 2.344 0.016
H -2.450 1.158 1.818
H -0.306 1.944 -1.342
H -3.577 2.374 -2.477
H -2.991 0.727 -4.100
H 1.928 0.659 -3.867
H 0.319 0.952 -4.375
H 0.433 3.051 -3.822
H 2.010 2.867 -3.666
H -0.799 -0.995 -4.219
H 1.273 -1.700 -3.850
C -3.299 -3.096 4.854
N -3.190 -1.651 4.832
C -2.203 -0.998 5.680
C -3.965 -0.888 4.051
O -3.913 0.328 3.985
H -3.552 -3.439 5.859
H -2.351 -3.547 4.553
H -4.076 -3.421 4.166
H -2.699 -0.311 6.367
H -1.507 -0.425 5.067
H -1.658 -1.748 6.245
H -4.677 -1.475 3.445
```

Results
E_LUMO, eV: -0.154
DFT total energy, eV: -87865.209
Charge: 0
SMILES: CCCCO[C@]1(CCOC(C)=O)OS(=O)(=O)[C@@](CCCOC)([PH2]=S)[C@H](B(O)O)[C@]1(CN)[PH2]=O.CN(C)C=O
Spin multiplicity: 1

Below is C3H4N4S as an isolated structure, with properties calculated with the ωB97M-V functional and the def2-TZVPD basis.

```
12
Properties=species:S:1:pos:R:3
C -1.240 -1.467 0.495
C 0.343 0.847 -0.771
C 0.569 -0.240 1.345
N -0.351 -1.041 1.396
N -0.504 0.213 -1.232
N -0.950 -1.570 -0.777
N 1.117 1.859 -0.598
S 1.899 0.456 1.759
H -2.253 -1.635 0.920
H -1.797 -1.799 -1.293
H 1.782 1.925 0.213
H 1.384 2.453 -1.459
```

Results
E_LUMO (spin up / spin down), eV: 0.149 / 0.149
DFT total energy, eV: -19967.577
Charge: 0
Spin multiplicity: 1

Below is a 6-piece molecular cluster, C30H37FN7O4PS overall, with properties calculated with the ωB97M-V functional and the def2-TZVPD basis.

```
81
Properties=species:S:1:pos:R:3
C 0.016 2.885 0.809
C 1.336 2.791 -0.158
O 2.204 3.839 -0.105
O 1.709 1.674 -1.039
C 0.590 1.219 -1.877
C 0.354 -0.419 -1.633
C 1.175 -0.917 -0.281
N 0.918 -2.403 0.050
P 2.588 -3.116 0.117
N 2.601 -4.683 0.520
S 0.286 -2.360 1.685
O 0.078 -3.748 2.336
O -1.141 -1.689 1.634
F 1.352 -1.487 2.761
H -0.956 3.298 0.271
H 0.273 3.697 1.644
H -0.196 1.885 1.424
H -0.411 1.811 -1.735
H 0.953 1.308 -3.012
H -0.807 -0.569 -1.475
H 0.762 -1.023 -2.574
H 2.335 -0.785 -0.434
H 0.762 -0.226 0.601
H 3.236 -3.025 -1.192
H 3.308 -2.311 1.084
H 1.607 -5.008 0.637
C 0.580 -4.672 -6.417
C -0.265 -3.631 -6.047
C 0.264 -2.591 -5.300
N 1.555 -2.531 -4.904
C 2.350 -3.558 -5.276
C 1.914 -4.638 -6.026
H 0.201 -5.504 -7.004
H -1.310 -3.628 -6.335
H -0.354 -1.754 -4.989
H 3.382 -3.487 -4.944
H 2.598 -5.434 -6.299
C -4.050 -7.354 -8.184
C -3.870 -6.661 -6.992
C -3.430 -5.348 -7.057
N -3.160 -4.703 -8.213
C -3.343 -5.402 -9.353
C -3.783 -6.716 -9.390
H -4.395 -8.384 -8.172
H -4.068 -7.130 -6.035
H -3.277 -4.764 -6.154
H -3.117 -4.862 -10.268
H -3.913 -7.229 -10.336
C 1.487 3.878 6.639
C 1.098 4.985 5.892
C 0.667 4.779 4.591
N 0.606 3.564 4.003
C 0.992 2.509 4.753
C 1.434 2.614 6.062
H 1.829 4.000 7.663
H 1.128 5.984 6.312
H 0.349 5.610 3.968
H 0.936 1.544 4.257
H 1.730 1.731 6.618
C 6.001 8.001 5.996
C 5.134 8.477 6.974
C 3.772 8.311 6.779
N 3.236 7.716 5.692
C 4.103 7.265 4.759
C 5.479 7.381 4.866
H 7.075 8.112 6.114
H 5.510 8.966 7.866
H 3.055 8.663 7.515
H 3.646 6.793 3.894
H 6.128 6.999 4.086
C -5.886 -1.203 3.622
C -4.605 -1.473 3.151
C -4.234 -0.950 1.923
N -5.046 -0.194 1.152
C -6.284 0.049 1.634
C -6.745 -0.427 2.851
H -6.213 -1.595 4.580
H -3.913 -2.076 3.727
H -3.244 -1.130 1.515
H -6.918 0.657 0.994
H -7.749 -0.198 3.189
```

Results
E_LUMO, eV: -1.314
DFT total energy, eV: -73163.635
Charge: 0
SMILES: CC(=O)OCCCN([PH2]=N)S(=O)(=O)F.c1ccncc1.c1ccncc1.c1ccncc1.c1ccncc1.c1ccncc1
Spin multiplicity: 1

Below is C2HBr2F as an isolated structure, with properties calculated with the ωB97M-V functional and the def2-TZVPD basis.

```
6
Properties=species:S:1:pos:R:3
C -1.835 0.585 -0.862
C -2.873 -1.890 0.338
F -3.540 -2.368 -0.601
Br -0.993 2.097 -0.155
Br -3.549 0.163 0.008
H -1.379 -0.408 -0.558
```

Results
E_LUMO (spin up / spin down), eV: -1.835 / -0.192
DFT total energy, eV: -144885.378
Charge: 0
Spin multiplicity: 1

Below is a 9-piece molecular cluster, C43H45N8O17 overall, with properties calculated with the ωB97M-V functional and the def2-TZVPD basis.

```
113
Properties=species:S:1:pos:R:3
C 0.055 -0.132 0.068
O -0.641 0.594 -0.621
O 0.680 0.712 1.019
O 0.389 -1.275 -0.015
H 0.445 1.698 1.112
C -1.410 5.515 -0.521
C -1.295 6.057 0.838
C -0.222 5.472 1.841
C 0.874 4.692 1.163
C 0.667 4.031 -0.276
C -0.560 4.488 -0.950
N 2.015 4.242 2.051
O 2.453 3.070 1.646
O 2.446 4.895 3.040
H -2.161 5.729 -1.239
H -1.904 6.845 1.287
H -0.422 5.504 3.030
H 1.404 3.299 -0.645
H -0.686 4.069 -2.030
C -2.473 2.779 4.180
C -3.214 3.989 4.335
C -4.127 4.601 3.175
C -3.805 4.033 1.802
C -3.107 2.668 1.670
C -2.378 2.175 2.913
N -4.633 4.523 0.621
O -5.273 5.611 0.645
O -4.807 3.725 -0.382
H -1.729 2.598 4.991
H -3.387 4.428 5.297
H -4.674 5.361 3.475
H -2.903 2.135 0.868
H -1.913 1.149 2.791
C -3.004 -2.839 -3.141
C -1.957 -1.906 -2.487
C -0.664 -1.757 -3.414
C -0.641 -2.223 -4.746
C -1.727 -3.260 -5.339
C -2.937 -3.383 -4.386
N 0.484 -2.019 -5.684
O 0.450 -2.562 -6.811
O 1.356 -1.310 -5.211
H -3.953 -2.899 -2.663
H -2.008 -1.137 -1.697
H 0.051 -1.131 -2.893
H -1.768 -3.743 -6.207
H -3.698 -3.927 -4.747
C 0.289 -1.322 3.869
C -0.059 -1.263 5.303
C 0.014 -2.587 6.093
C 0.411 -3.896 5.470
C 0.937 -3.773 4.033
C 0.710 -2.521 3.202
N 0.536 -5.133 6.211
O 1.266 -6.030 5.799
O 0.053 -5.216 7.291
H 0.118 -0.588 3.270
H -0.476 -0.323 5.742
H -0.362 -2.566 7.043
H 1.306 -4.797 3.624
H 1.110 -2.268 2.356
C 0.066 -5.030 -0.766
C 0.799 -5.516 0.556
C 0.870 -6.965 0.824
C 0.494 -7.922 -0.302
C -0.108 -7.460 -1.700
C -0.269 -5.916 -1.749
N 0.698 -9.417 -0.128
O 0.561 -10.155 -1.116
O 0.997 -9.835 0.901
H -0.091 -3.982 -0.927
H 1.026 -4.689 1.243
H 1.275 -7.361 1.818
H -0.290 -7.996 -2.504
H -0.596 -5.451 -2.755
C 4.355 0.617 3.900
C 3.206 0.371 2.904
C 3.445 -0.486 1.623
C 4.834 -0.884 1.236
C 5.973 -0.430 2.199
C 5.700 0.420 3.485
N 5.035 -1.686 0.038
O 6.257 -2.184 -0.158
O 4.082 -1.895 -0.716
H 4.107 1.090 4.855
H 2.309 0.898 3.073
H 2.796 -0.875 0.840
H 7.136 -0.679 1.815
H 6.550 0.651 4.031
C 1.485 1.907 -3.160
O 0.729 2.443 -3.982
N 2.722 2.308 -2.798
C 3.421 1.566 -1.692
C 3.303 3.496 -3.386
H 1.145 1.060 -2.533
H 3.024 1.596 -0.676
H 4.529 1.846 -1.691
H 3.468 0.516 -1.715
H 2.700 4.389 -3.216
H 2.987 3.364 -4.557
H 4.355 3.559 -3.198
C -2.873 3.206 -5.063
O -3.242 4.084 -5.928
N -3.609 2.824 -4.049
C -3.068 1.620 -3.252
C -4.942 3.280 -3.798
H -1.838 2.880 -4.985
H -4.031 1.206 -2.777
H -2.540 1.870 -2.256
H -2.618 0.797 -3.650
H -5.454 2.569 -3.203
H -5.482 3.333 -4.652
H -4.907 4.195 -3.364
```

Results
E_LUMO, eV: 0.122
DFT total energy, eV: -92013.918
Charge: -1
Spin multiplicity: 1

Below is a 2-piece molecular cluster, C3H8O3 overall, with properties calculated with the ωB97M-V functional and the def2-TZVPD basis.

```
14
Properties=species:S:1:pos:R:3
O -0.205 0.614 1.221
C -1.112 0.707 0.454
C -0.956 0.427 -1.044
C 0.228 -0.507 -1.284
O 0.435 -0.858 -2.637
H -2.145 0.896 0.783
H -1.014 1.326 -1.655
H -1.889 -0.134 -1.192
H 0.017 -1.441 -0.754
H 1.135 -0.105 -0.855
H -0.331 -1.362 -2.931
O 2.218 -0.048 3.118
H 1.300 -0.233 3.077
H 2.318 0.719 3.699
```

Results
E_LUMO, eV: 0.735
DFT total energy, eV: -9382.233
Charge: 0
SMILES: O=CCCO.O
Spin multiplicity: 1

Below is one molecule with the formula C6H10O3, with properties calculated with the ωB97M-V functional and the def2-TZVPD basis.

```
19
Properties=species:S:1:pos:R:3
C -1.583 -1.023 0.537
C -1.221 0.356 -0.007
O -2.334 1.171 0.147
C -0.670 0.295 -1.421
C 0.645 0.452 -1.396
C 1.083 0.548 0.038
C 1.635 -0.897 0.518
O 2.059 1.505 0.270
O -0.099 0.887 0.731
H -2.413 -1.427 -0.032
H -1.870 -0.918 1.580
H -0.681 -1.668 0.498
H -2.089 2.080 -0.057
H -1.311 0.105 -2.262
H 1.351 0.444 -2.203
H 2.688 -0.912 0.250
H 1.198 -1.743 -0.006
H 1.547 -0.950 1.601
H 2.066 1.695 1.215
```

Results
E_LUMO, eV: 0.892
DFT total energy, eV: -12525.948
Charge: 0
SMILES: C[C@]1(O)C=C[C@@](C)(O)O1
Spin multiplicity: 1

Below is an isolated ion of composition C27H36NO2Si and charge +1, with properties calculated with the ωB97M-V functional and the def2-TZVPD basis.

```
67
Properties=species:S:1:pos:R:3
C 3.993 2.540 0.056
Si 2.758 2.127 1.387
C 3.094 0.529 2.280
C 2.569 3.584 2.522
O 1.237 1.896 0.665
C -0.030 1.795 1.074
C -0.780 0.666 0.622
C -2.049 0.463 1.531
C -3.185 1.343 0.948
C -3.152 2.764 1.477
C -1.885 3.547 1.137
C -0.596 3.038 1.785
H 5.007 2.566 0.487
H 4.010 1.830 -0.780
H 3.803 3.541 -0.357
H 3.969 0.662 2.937
H 2.238 0.259 2.915
H 3.303 -0.323 1.613
H 3.455 3.677 3.168
H 2.468 4.512 1.942
H 1.686 3.480 3.165
H -1.092 0.736 -0.572
H -2.325 -0.578 1.449
H -1.963 0.614 2.623
H -3.005 1.357 -0.141
H -4.185 0.866 1.063
H -4.019 3.293 1.066
H -3.281 2.725 2.563
H -1.728 3.533 0.061
H -2.032 4.595 1.417
H -0.804 2.842 2.857
H 0.162 3.851 1.845
C 2.402 0.224 -6.295
O 2.995 -0.239 -5.051
C 2.286 -0.305 -3.896
C 0.906 -0.077 -3.830
C 0.268 -0.220 -2.600
C 0.930 -0.541 -1.437
C 0.060 -0.642 -0.105
C -0.767 -1.874 -0.099
C -1.080 -2.675 1.054
C -0.847 -2.454 2.420
C -1.428 -3.348 3.322
C -2.295 -4.361 2.882
C -2.646 -4.487 1.526
C -2.059 -3.614 0.629
N -2.261 -3.436 -0.740
C -3.049 -4.291 -1.604
C -1.490 -2.389 -1.166
C 2.290 -0.892 -1.537
C 2.976 -0.709 -2.734
H 3.266 0.288 -6.971
H 1.673 -0.506 -6.690
H 1.926 1.216 -6.195
H 0.303 0.171 -4.686
H -0.770 0.100 -2.483
H 0.675 -0.544 0.777
H -0.158 -1.653 2.709
H -1.156 -3.245 4.375
H -2.728 -5.020 3.635
H -3.361 -5.233 1.196
H -3.766 -4.870 -1.025
H -3.567 -3.669 -2.333
H -2.442 -5.001 -2.178
H -1.617 -1.991 -2.192
H 2.860 -1.141 -0.640
H 4.031 -0.903 -2.842
```

Results
E_LUMO, eV: -4.181
DFT total energy, eV: -42039.087
Charge: +1
Spin multiplicity: 1

Below is C25H24BrN4O3PtSSi as an isolated structure, with properties calculated with the ωB97M-V functional and the def2-TZVPD basis.

```
60
Properties=species:S:1:pos:R:3
Pt 0.100 0.354 0.431
Br 0.835 -5.699 -5.282
C 1.900 -5.582 -3.718
C 2.113 -6.715 -2.951
C 2.900 -6.616 -1.816
C 3.440 -5.397 -1.414
C 3.223 -4.272 -2.209
C 2.463 -4.368 -3.365
N 4.327 -5.480 -0.294
N 4.590 -4.534 0.475
C 3.845 -3.342 0.587
C 4.613 -2.226 0.891
C 4.107 -0.938 0.947
C 2.740 -0.709 0.743
O 2.201 0.448 0.754
C 1.902 -1.884 0.567
N 0.559 -1.636 0.506
C -0.289 -2.642 0.446
C 0.155 -3.972 0.464
C 1.491 -4.246 0.495
C 2.428 -3.187 0.513
H 1.685 -7.663 -3.245
H 3.117 -7.490 -1.217
H 3.654 -3.317 -1.950
H 2.299 -3.492 -3.977
H 5.671 -2.404 1.043
H 4.744 -0.090 1.155
H -1.337 -2.380 0.421
H -0.577 -4.768 0.456
H 1.830 -5.272 0.530
C -2.791 5.857 2.986
Si -2.930 5.260 1.214
C -4.478 4.240 0.951
C -3.137 6.804 0.142
C -1.378 4.409 0.594
C -0.517 5.020 -0.285
C 0.596 4.339 -0.796
C 0.724 3.017 -0.473
N -0.113 2.377 0.366
C -1.097 3.069 1.020
S -1.921 2.378 2.329
H -3.557 6.605 3.207
H -1.812 6.310 3.161
H -2.899 5.019 3.673
H -5.352 4.896 0.896
H -4.614 3.522 1.757
H -4.409 3.678 0.017
H -4.051 7.329 0.431
H -3.221 6.546 -0.916
H -2.308 7.508 0.254
H -0.703 6.040 -0.604
H 1.307 4.807 -1.461
H 1.518 2.403 -0.880
C -3.941 -0.582 0.648
O -2.527 -0.656 0.799
C -1.824 0.222 0.003
O -2.400 0.803 -0.889
H -4.358 -1.256 1.394
H -4.252 -0.883 -0.353
H -4.280 0.438 0.831
```

Results
E_LUMO, eV: 1.686
DFT total energy, eV: -130422.871
Charge: -1
Spin multiplicity: 1

Below is a 2-piece molecular cluster, C4H8N2O2 overall, with properties calculated with the ωB97M-V functional and the def2-TZVPD basis.

```
16
Properties=species:S:1:pos:R:3
C 3.256 0.181 0.000
C -0.977 -0.308 -0.151
C -2.400 -0.653 -0.333
C -0.694 0.953 0.607
N -0.106 -1.386 -0.079
N 4.057 0.312 0.849
O 2.411 0.211 -0.834
O -0.278 -0.554 -1.337
H -3.105 -0.491 0.437
H -2.397 -1.693 -0.766
H -2.824 -0.126 -1.248
H -0.477 1.816 -0.037
H 0.150 0.730 1.419
H -1.556 1.416 1.320
H 0.483 -0.068 -1.402
H 4.457 -0.341 1.556
```

Results
E_LUMO, eV: 0.689
DFT total energy, eV: -11347.554
Charge: 0
Spin multiplicity: 1

Below is C4H7N as an isolated structure, with properties calculated with the ωB97M-V functional and the def2-TZVPD basis.

```
12
Properties=species:S:1:pos:R:3
C -0.158 1.025 1.042
C -0.203 -0.629 -1.522
C 0.919 -0.491 -0.570
C 0.934 0.236 0.585
N -1.281 -1.030 -1.026
H -1.527 -0.601 0.241
H -0.073 -0.464 -2.596
H 1.688 -1.247 -0.698
H 1.681 -0.026 1.326
H 0.032 1.669 1.892
H -0.732 1.525 0.270
H -1.281 0.032 1.055
```

Results
E_LUMO, eV: -0.165
DFT total energy, eV: -5746.698
Charge: 0
Spin multiplicity: 1

Below is a 2-piece molecular cluster, C4H12S overall, with properties calculated with the ωB97M-V functional and the def2-TZVPD basis.

```
17
Properties=species:S:1:pos:R:3
C -2.527 0.660 -0.312
S -2.364 0.853 -2.298
C -0.716 1.339 -2.435
H -1.904 1.481 0.133
H -3.552 0.827 -0.031
H -2.278 -0.404 0.064
H -0.067 2.079 -1.726
H -0.440 1.656 -3.400
H -0.072 0.446 -2.421
C 1.169 -0.810 1.115
C 2.278 -1.330 1.928
H 1.438 -1.088 0.073
H 0.286 -1.522 1.258
H 0.845 0.221 1.292
H 2.182 -1.017 3.008
H 3.275 -0.957 1.697
H 2.448 -2.434 2.055
```

Results
E_LUMO, eV: 0.971
DFT total energy, eV: -15176.162
Charge: 0
SMILES: CSC.CC
Spin multiplicity: 1

Question: What is the formula in the eleventh record?
Answer: C4H7N

Question: What is the spin multiplicity in the seventh record?
Answer: 1

Question: Which of these has the lowest DFT total energy?
Answer: C2HBr2F

Question: Which of these has the lowest DFT total energy?
Answer: C2HBr2F